Density functional theory data (wB97M-V/def2-TZVPD) for a structure of composition C12H16BBr25ClF7NO4PSTa.

Results
M ... 2659.10 g mol⁻¹
LUMO ... 0.59 eV
Total charge ... -1
Total energy ... -1827341.8411 eV

Cartesian coordinates (Å):
Ta  -1.64411  2.51995  0.70350
Br  5.04024  -6.59231  -3.04902
Br  3.79832  -0.72033  -3.56482
Br  -7.68339  2.67007  -0.14676
Br  6.08666  0.00666  3.61267
Br  -7.13278  4.26967  -2.84627
Br  3.25315  -6.96620  -5.66653
Br  -1.78862  2.44199  -1.92591
Br  3.37692  -2.06440  1.92032
Br  6.28783  1.98636  6.10915
Br  -8.29225  5.79909  -0.29411
Br  -4.00274  -5.18198  -4.15267
Br  -5.47378  -7.84934  -3.21006
Br  2.76385  1.95693  5.22131
Br  -6.43464  -5.01148  -2.10805
Br  5.22093  -3.73929  -0.07805
Br  0.33022  -6.30196  -1.42828
Br  6.93348  -0.26071  -3.48193
Br  5.22071  0.94656  -5.89605
Br  2.70480  4.01565  7.66141
Br  3.09138  -4.25374  -3.99668
Br  -2.57892  -5.26882  -0.61499
Br  -0.49377  -3.24830  -1.89764
Br  2.57758  5.08307  4.64989
Br  6.06032  3.16182  3.16024
Br  5.35311  -0.55252  -0.07483
Cl  0.12975  4.27106  0.70940
S  -3.86685  0.14358  -0.51361
P  -1.66769  2.58223  3.33021
F  1.30125  1.63884  -0.83362
F  2.19055  0.46139  0.70367
F  1.17128  -1.72870  -0.23155
F  -0.85793  -0.44852  0.84776
F  0.05528  -0.66922  -1.76182
F  0.37104  0.75249  2.17773
F  2.15896  -0.61474  -1.67911
O  -4.49500  -1.07212  -0.06862
O  -4.20226  4.28006  -0.25076
O  -4.76214  0.90144  -1.31583
O  -3.15432  5.30595  1.65373
N  -0.32507  3.27627  3.85049
C  -3.43757  1.07513  0.93496
C  6.71597  1.71250  4.24779
C  5.39340  -0.48701  -4.61624
C  3.24723  3.72212  5.83207
C  -5.66895  -5.96854  -3.59113
C  -0.13187  0.73201  0.91014
C  4.24244  -2.09988  0.19888
C  1.06096  -0.65798  -0.91947
C  -1.10638  -5.07055  -1.83245
C  3.37780  -6.15488  -3.92094
C  1.08075  0.60981  -0.03834
C  -7.17476  4.35276  -0.92056
B  -3.19874  4.28189  0.72595
H  7.79250  1.70943  4.16540
H  -2.76106  -0.26341  -1.19379
H  5.54261  -1.39823  -5.17773
H  -2.80197  3.27528  3.83177
H  -1.47177  -5.32359  -2.81712
H  -1.78438  1.23560  3.77279
H  0.17765  2.57923  4.38882
H  -3.81231  4.68927  -1.03570
H  -4.30194  1.64786  1.25465
H  3.46282  -2.06677  -0.54993
H  -6.16495  4.55891  -0.58745
H  -3.24256  0.36832  1.73626
H  4.32321  3.78428  5.80909
H  -2.30230  5.75324  1.56775
H  -6.35601  -5.88045  -4.41944
H  2.58239  -6.57161  -3.31907

Forces on the atoms, in the same order (eV/Å):
1.08 1.14 -2.48
-0.06 0.02 -0.07
0.65 0.20 -0.69
-0.01 0.07 -0.04
0.00 0.17 0.11
-0.02 0.01 0.08
0.03 0.04 0.07
0.04 -0.04 1.25
0.28 -0.22 0.10
0.28 -0.09 0.04
0.00 -0.05 -0.05
-0.07 0.01 -0.12
0.02 0.08 -0.01
0.00 0.10 0.03
0.08 -0.05 -0.08
-0.04 0.07 -0.01
-0.02 0.04 0.02
0.02 0.03 -0.15
0.00 -0.07 0.11
0.03 -0.03 -0.06
0.08 -0.10 0.02
0.11 -0.02 0.01
-0.51 -0.95 -0.25
0.03 -0.10 0.11
-0.03 -0.06 0.06
-0.04 -0.12 0.09
-1.34 -1.10 -0.03
-2.23 -0.97 1.52
0.36 0.49 -0.27
-0.40 1.04 -0.60
0.72 0.07 0.30
-0.43 -1.92 1.51
0.05 -0.54 -0.37
-1.21 0.06 -0.42
0.45 -0.29 0.50
0.60 0.20 -0.36
0.68 -1.21 0.49
0.12 0.38 0.26
0.24 1.53 -1.39
-0.33 0.57 -0.79
-0.33 -0.31 0.01
1.84 0.68 -0.36
-0.08 -0.08 -0.07
-0.10 -0.18 0.01
-0.22 0.08 -0.22
-0.03 0.03 0.17
-0.56 0.75 0.57
-0.03 0.07 0.04
0.73 2.40 -0.37
-0.05 0.12 -0.07
-0.04 0.05 0.02
0.00 -1.44 0.75
0.01 -0.04 0.06
-0.06 -0.08 0.90
0.01 0.02 0.03
0.18 0.61 0.26
0.05 0.02 -0.03
-0.22 -0.50 -0.07
0.01 -0.09 0.02
-0.47 0.17 0.02
0.31 0.16 0.04
-0.24 -0.22 -0.22
-0.42 0.05 -0.52
0.13 -0.06 0.05
-0.06 -0.04 -0.01
0.23 -0.31 -0.07
0.04 -0.04 0.02
0.16 -0.24 0.63
0.02 -0.01 -0.02
-0.01 0.00 -0.01

From a Löwdin analysis of the wavefunction, the atomic charges in e read: atom 1 (Ta): 1.215, atom 2 (Br): 0.556, atom 3 (Br): 0.675, atom 4 (Br): 0.594, atom 5 (Br): 0.552, atom 6 (Br): 0.561, atom 7 (Br): 0.563, atom 8 (Br): 0.150, atom 9 (Br): 0.634, atom 10 (Br): 0.598, atom 11 (Br): 0.544, atom 12 (Br): 0.594, atom 13 (Br): 0.558, atom 14 (Br): 0.571, atom 15 (Br): 0.584, atom 16 (Br): 0.569, atom 17 (Br): 0.595, atom 18 (Br): 0.557, atom 19 (Br): 0.572, atom 20 (Br): 0.556, atom 21 (Br): 0.547, atom 22 (Br): 0.581, atom 23 (Br): 0.760, atom 24 (Br): 0.573, atom 25 (Br): 0.591, atom 26 (Br): 0.562, atom 27 (Cl): -0.026, atom 28 (S): 0.472, atom 29 (P): 0.502, atom 30 (F): 0.102, atom 31 (F): 0.070, atom 32 (F): 0.105, atom 33 (F): -0.019, atom 34 (F): 0.068, atom 35 (F): -0.034, atom 36 (F): -0.047, atom 37 (O): -0.388, atom 38 (O): -0.007, atom 39 (O): -0.403, atom 40 (O): 0.046, atom 41 (N): -0.412, atom 42 (C): -0.454, atom 43 (C): -1.601, atom 44 (C): -1.604, atom 45 (C): -1.660, atom 46 (C): -1.632, atom 47 (C): -0.495, atom 48 (C): -1.602, atom 49 (C): -0.690, atom 50 (C): -1.611, atom 51 (C): -1.642, atom 52 (C): -0.452, atom 53 (C): -1.636, atom 54 (B): -0.818, atom 55 (H): -0.034, atom 56 (H): 0.035, atom 57 (H): -0.032, atom 58 (H): -0.056, atom 59 (H): -0.088, atom 60 (H): -0.047, atom 61 (H): -0.131, atom 62 (H): 0.086, atom 63 (H): 0.034, atom 64 (H): -0.067, atom 65 (H): -0.076, atom 66 (H): 0.019, atom 67 (H): -0.125, atom 68 (H): 0.066, atom 69 (H): -0.034, atom 70 (H): -0.092



Density functional theory data (wB97M-V/def2-TZVPD) for a cluster of 2 separate species, C12H16BO13S in total.

Results
M ... 411.13 g mol⁻¹
LUMO ... 2.33 eV
Total charge ... -1
Total energy ... -50840.8882 eV

Cartesian coordinates (Å):
S  4.59862  1.43163  -1.65441
O  -3.56564  1.57523  -4.12092
O  -1.04050  -0.63266  3.91500
O  3.84325  2.30111  -0.51855
O  -2.39299  -0.27754  -3.04479
O  -1.99890  -1.85312  2.30000
O  3.52081  0.25352  -1.83577
O  4.48835  2.19860  -2.87983
O  -1.27246  1.54142  -0.32025
O  -4.76763  0.16697  -2.68487
O  -5.23470  2.04162  -5.55947
O  -6.75048  0.26605  -3.74843
O  -0.49546  -0.78869  -1.94670
O  -3.00997  1.57575  -1.74285
C  -4.80479  1.49571  -4.58690
C  0.91516  -0.95869  2.43046
C  -1.87740  -0.79028  2.84908
C  3.08078  -0.35373  1.26397
C  -1.88113  1.10655  -1.26267
C  0.25209  -1.25875  3.76964
C  -5.59859  0.56578  -3.63847
C  2.44054  -0.91551  2.52817
C  3.75617  -0.98482  -1.11473
C  2.76892  -1.18088  0.01335
C  -1.47244  -0.11671  -2.11477
C  -2.54355  0.47386  2.42011
B  -3.43929  0.75781  -2.90519
H  2.67161  0.64999  1.12459
H  -2.56559  1.20699  3.22183
H  3.01595  2.64051  -0.90266
H  3.63710  -1.76345  -1.86734
H  4.16040  -0.23336  1.39650
H  2.70879  -0.27340  3.37368
H  2.83516  -1.91489  2.74295
H  4.78607  -0.99268  -0.74494
H  2.73567  -2.24139  0.28132
H  -1.92425  0.84012  1.59576
H  0.60111  -1.71000  1.70558
H  1.78733  -0.90679  -0.37437
H  0.57886  0.01739  2.06586
H  0.14729  -2.33661  3.91429
H  -3.54592  0.24406  2.06538
H  0.85166  -0.86673  4.59134

Forces on the atoms, in the same order (eV/Å):
-0.07 0.28 -0.22
-0.03 -0.05 0.05
0.47 0.62 -0.29
0.04 0.02 0.04
-0.08 0.07 0.00
0.06 0.09 -0.06
0.03 -0.13 0.07
0.09 -0.19 0.20
0.06 -0.02 -0.12
0.04 0.05 -0.04
-0.02 0.02 -0.03
-0.04 -0.01 -0.01
0.08 -0.01 0.04
-0.05 -0.04 -0.09
0.08 0.05 -0.03
0.10 -0.03 0.01
-0.04 -0.57 0.14
-0.35 0.16 -0.08
0.07 0.09 0.15
-0.17 -0.40 0.13
-0.01 -0.06 0.08
-0.07 -0.02 0.12
-0.05 -0.11 -0.14
0.01 0.33 0.14
0.06 -0.08 -0.01
-0.08 -0.25 0.29
-0.01 -0.01 -0.02
0.19 0.05 -0.04
0.01 0.04 -0.03
-0.04 0.03 0.03
0.06 0.00 0.02
0.02 -0.11 0.03
0.08 -0.05 0.00
0.02 0.00 0.02
0.04 -0.04 -0.05
0.08 -0.05 -0.13
-0.23 0.18 0.03
-0.04 0.15 -0.11
-0.16 -0.19 0.01
-0.09 -0.02 0.02
0.01 0.00 -0.01
0.06 0.12 -0.15
-0.12 0.10 0.03

From a Löwdin analysis of the wavefunction, the atomic charges in e read: atom 1 (S): 0.863, atom 2 (O): 0.230, atom 3 (O): -0.031, atom 4 (O): -0.270, atom 5 (O): 0.236, atom 6 (O): 0.113, atom 7 (O): -0.334, atom 8 (O): -0.412, atom 9 (O): 0.108, atom 10 (O): 0.230, atom 11 (O): 0.144, atom 12 (O): 0.144, atom 13 (O): 0.139, atom 14 (O): 0.237, atom 15 (C): -0.392, atom 16 (C): -0.178, atom 17 (C): -0.545, atom 18 (C): -0.212, atom 19 (C): -0.388, atom 20 (C): -0.167, atom 21 (C): -0.392, atom 22 (C): -0.214, atom 23 (C): -0.234, atom 24 (C): -0.177, atom 25 (C): -0.391, atom 26 (C): 0.031, atom 27 (B): -0.867, atom 28 (H): 0.104, atom 29 (H): 0.086, atom 30 (H): 0.083, atom 31 (H): 0.121, atom 32 (H): 0.112, atom 33 (H): 0.110, atom 34 (H): 0.116, atom 35 (H): 0.104, atom 36 (H): 0.124, atom 37 (H): 0.066, atom 38 (H): 0.118, atom 39 (H): 0.112, atom 40 (H): 0.131, atom 41 (H): 0.124, atom 42 (H): 0.096, atom 43 (H): 0.118



Density functional theory data (wB97M-V/def2-TZVPD) for a structure of composition C12H16BrN5O3Ti.

Results
M ... 406.06 g mol⁻¹
2S+1 ... 3
LUMO (spin up / spin down) ... -0.23 / -0.24 eV
Total charge ... 0
Total energy ... -119454.0551 eV

Cartesian coordinates (Å):
Br  0.14274  -0.78472  1.78332
Ti  0.07160  -0.88299  -0.67391
O  1.78120  -0.23836  -0.81820
O  -1.68626  -0.23963  -0.61346
O  -0.01369  1.52957  -1.17711
N  3.28049  1.17011  0.26023
N  0.48230  -6.65492  0.86336
N  0.07839  -2.76328  -1.22550
N  -2.28619  -6.19842  -2.66276
N  -3.05725  1.00945  0.60664
C  -1.07293  2.04047  -0.40412
C  1.32066  2.08278  -1.00221
C  2.21449  0.96188  -0.56881
C  -0.55749  -5.21729  -1.01603
C  -2.01673  0.87238  -0.15432
C  0.01830  -6.01200  0.02574
C  3.92411  0.02103  0.87075
C  -1.51322  -5.76917  -1.92165
C  4.11734  2.34026  0.08514
C  -3.88989  -0.15331  0.93958
C  -3.58370  2.32457  0.97333
C  -0.19830  -3.89355  -1.12896
H  4.69447  -0.40788  0.21797
H  -4.38432  2.61688  0.29407
H  -0.72691  2.40226  0.56497
H  4.39323  0.33737  1.80335
H  3.55065  3.16461  -0.34514
H  4.50543  2.66317  1.05132
H  -3.98208  2.27565  1.98439
H  -3.31507  -1.05991  0.81971
H  -4.77290  -0.18620  0.30228
H  1.59196  2.49113  -1.97700
H  4.96949  2.13419  -0.57746
H  1.31908  2.89546  -0.27421
H  -2.80486  3.08143  0.95481
H  -1.58142  2.84696  -0.93341
H  3.18392  -0.73840  1.09425
H  -4.19664  -0.06160  1.97906

Forces on the atoms, in the same order (eV/Å):
-0.01 0.10 0.76
1.77 -0.24 -0.39
1.44 1.03 -0.09
-2.53 0.43 -0.46
0.17 -0.07 0.16
-0.06 0.03 0.05
-0.05 0.10 -0.11
-0.04 -1.38 -0.12
0.07 0.06 0.10
-1.25 0.36 0.35
0.09 0.05 -0.12
-0.26 0.04 -0.04
-0.12 -0.47 -0.07
0.10 -0.07 0.08
0.82 0.19 0.02
-0.14 0.15 -0.22
0.09 0.04 -0.06
0.21 0.13 0.09
0.05 -0.03 -0.05
0.01 0.24 0.08
0.08 -0.17 0.14
-0.34 -0.62 -0.07
-0.04 0.01 0.01
-0.03 -0.01 -0.03
0.08 0.03 0.11
0.00 0.02 -0.03
0.00 -0.02 0.01
-0.01 -0.01 0.00
0.02 -0.03 0.00
0.11 -0.08 -0.04
-0.01 0.02 -0.04
0.00 0.06 -0.10
-0.04 0.00 0.02
-0.03 0.04 0.06
-0.01 -0.04 0.00
-0.06 0.12 -0.04
-0.07 -0.04 0.02
-0.01 0.02 0.01

From a Löwdin analysis of the wavefunction, the atomic charges in e read: atom 1 (Br): 0.125, atom 2 (Ti): 0.660, atom 3 (O): -0.204, atom 4 (O): -0.139, atom 5 (O): -0.170, atom 6 (N): -0.167, atom 7 (N): 0.125, atom 8 (N): 0.046, atom 9 (N): 0.121, atom 10 (N): -0.096, atom 11 (C): -0.110, atom 12 (C): -0.080, atom 13 (C): -0.390, atom 14 (C): -0.266, atom 15 (C): -0.433, atom 16 (C): -0.235, atom 17 (C): -0.041, atom 18 (C): -0.240, atom 19 (C): -0.051, atom 20 (C): 0.019, atom 21 (C): 0.002, atom 22 (C): -0.140, atom 23 (H): 0.099, atom 24 (H): 0.107, atom 25 (H): 0.142, atom 26 (H): 0.094, atom 27 (H): 0.080, atom 28 (H): 0.092, atom 29 (H): 0.101, atom 30 (H): 0.092, atom 31 (H): 0.106, atom 32 (H): 0.135, atom 33 (H): 0.096, atom 34 (H): 0.129, atom 35 (H): 0.086, atom 36 (H): 0.144, atom 37 (H): 0.061, atom 38 (H): 0.101